Record 1
A cluster of 4 separate species, H9O4 in total at a distorted geometry. Source: the OMol25 dataset; level of theory: ωB97M-V/def2-TZVPD.

Each atom is followed by the atoms it is bonded to, with distances in Å.
Atoms and positions in Å:
1 O 0.60 1.99 -1.21  H2 0.964, H3 0.974
2 H 0.60 2.05 -2.17  O1 0.964
3 H 1.53 2.03 -0.92  O1 0.974
4 O -0.49 -2.23 -1.37  H5 0.964, H6 0.964
5 H 0.12 -2.87 -1.74  O4 0.964
6 H -1.39 -2.48 -1.62  O4 0.964
7 O 0.07 0.54 2.51  H8 0.973, H9 0.972
8 H 0.64 0.45 3.28  O7 0.973
9 H -0.78 0.70 2.95  O7 0.972
10 O -0.40 -0.01 0.08  H11 0.991, H12 1.006, H13 1.012
11 H -0.28 -0.84 -0.45  O10 0.991
12 H -0.17 -0.13 1.05  O10 1.006
13 H -0.03 0.80 -0.39  O10 1.012

The LUMO energy is -3.16 eV. The calculation puts the gap between HOMO and LUMO at 13.4041 eV. As for the net charge: +1. The value obtained for the HOMO energy is -16.56 eV.

Record 2
A cluster of 4 separate species, H9O4 in total. Source: the OMol25 dataset; level of theory: ωB97M-V/def2-TZVPD.

Each atom is followed by the atoms it is bonded to, with distances in Å.
Atoms and positions in Å:
1 O -0.30 0.76 -0.38  H2 1.012, H3 1.024, H4 1.028
2 H 0.10 0.77 0.55  O1 1.012
3 H 0.41 0.30 -0.95  O1 1.024
4 H -1.09 0.10 -0.30  O1 1.028
5 O -2.21 -0.91 0.01  H6 0.970, H7 0.965
6 H -3.15 -0.67 -0.13  O5 0.970
7 H -2.14 -1.29 0.89  O5 0.965
8 O 1.50 -0.49 -1.73  H9 0.965, H10 0.975
9 H 1.27 -1.19 -2.36  O8 0.965
10 H 2.15 0.08 -2.18  O8 0.975
11 O 0.87 0.74 1.96  H12 0.963, H13 0.965
12 H 1.59 0.18 2.28  O11 0.963
13 H 1.02 1.61 2.34  O11 0.965

The LUMO energy is -3.22 eV. The calculation puts the gap between HOMO and LUMO at 13.6449 eV. As for the net charge: +1. The value obtained for the HOMO energy is -16.86 eV.

Record 3
A cluster of 4 separate species, H9O4 in total at a distorted geometry. Source: the OMol25 dataset; level of theory: ωB97M-V/def2-TZVPD.

Each atom is followed by the atoms it is bonded to, with distances in Å.
Atoms and positions in Å:
1 O -0.72 -0.78 2.69  H2 0.973, H3 0.957
2 H -1.55 -0.35 2.42  O1 0.973
3 H -0.38 -0.26 3.42  O1 0.957
4 O 1.77 0.25 -2.07  H5 0.971, H6 0.970
5 H 1.26 0.06 -2.87  O4 0.971
6 H 2.61 -0.13 -2.38  O4 0.970
7 O -1.31 1.12 -0.62  H8 0.954, H9 0.964
8 H -1.87 0.56 -1.15  O7 0.954
9 H -1.21 1.92 -1.15  O7 0.964
10 O 0.33 -0.64 0.13  H11 0.994, H12 0.980, H13 0.975
11 H 0.69 -0.07 -0.61  O10 0.994
12 H -0.41 -0.10 0.49  O10 0.980
13 H 0.30 -1.38 0.76  O10 0.975

The LUMO energy is -3.59 eV. The calculation puts the gap between HOMO and LUMO at 12.6607 eV. As for the net charge: +1. The value obtained for the HOMO energy is -16.25 eV.

Record 4
A cluster of 5 separate species, H9O4S in total. Source: the OMol25 dataset; level of theory: ωB97M-V/def2-TZVPD.

Each atom is followed by the atoms it is bonded to, with distances in Å.
Atoms and positions in Å:
1 S 0.18 0.20 -0.18  H2 1.341
2 H 0.37 -1.06 0.23  S1 1.341
3 H -1.36 1.87 -1.92  O5 0.971
4 H -1.63 3.34 -1.85  O5 0.966
5 O -1.88 2.56 -2.36  H3 0.971, H4 0.966
6 H 1.64 -3.31 2.28  O8 0.964
7 H 1.35 -4.38 3.30  O8 0.961
8 O 1.92 -4.19 2.55  H6 0.964, H7 0.961
9 H -0.05 -0.13 -2.49  O11 0.988
10 H -0.56 -0.55 -3.86  O11 0.962
11 O 0.10 0.03 -3.46  H9 0.988, H10 0.962
12 H 0.73 2.01 2.51  O14 0.963
13 H -0.65 1.46 2.38  O14 0.971
14 O -0.15 2.14 2.87  H12 0.963, H13 0.971

The LUMO energy is 3.18 eV. The calculation puts the gap between HOMO and LUMO at 6.8777 eV. As for the net charge: -1. The value obtained for the HOMO energy is -3.70 eV.

Record 5
The ion HI3OP with charge +1 at a distorted geometry. Source: the OMol25 dataset; level of theory: ωB97M-V/def2-TZVPD.

Each atom is followed by the atoms it is bonded to, with distances in Å.
Atoms and positions in Å:
1 O -0.43 0.81 0.30  P2 1.560, H6 0.946
2 P -1.87 0.37 -0.10  O1 1.560, I3 2.364, I4 2.445, I5 3.016
3 I -2.10 1.00 -2.37  P2 2.364
4 I -3.20 1.67 1.48  P2 2.445
5 I -2.97 -2.43 0.16  P2 3.016
6 H -0.36 0.97 1.23  O1 0.946

The LUMO energy (spin up / spin down) is -7.77 / -7.76 eV. The calculation puts the gap between HOMO and LUMO (spin up / spin down) at 6.4664 / 6.4721 eV. As for the net charge: +1. The value obtained for the HOMO energy (spin up / spin down) is -14.23 / -14.23 eV.

Record 6
An isolated molecule of HIN3P at a distorted geometry. Source: the OMol25 dataset; level of theory: ωB97M-V/def2-TZVPD.

Each atom is followed by the atoms it is bonded to, with distances in Å.
Atoms and positions in Å:
1 N -0.67 -0.88 -0.44  N2 1.182, H6 0.997
2 N 0.51 -0.91 -0.57  N1 1.182, N3 1.737
3 N 1.29 -0.24 0.82  N2 1.737, P4 1.489
4 P 1.10 1.16 1.29  N3 1.489, I5 2.520
5 I -0.84 2.05 -0.05  P4 2.520
6 H -1.39 -1.18 -1.05  N1 0.997

The LUMO energy is -0.49 eV. As for the SMILES: [H]/N=N/N=P\I. The calculation puts the gap between HOMO and LUMO at 8.4165 eV. The value obtained for the HOMO energy is -8.90 eV.

Record 7
The ion HN2O with charge +1 at a distorted geometry. Source: the OMol25 dataset; level of theory: ωB97M-V/def2-TZVPD.

Each atom is followed by the atoms it is bonded to, with distances in Å.
Atoms and positions in Å:
1 N -0.57 0.24 0.35  N2 1.195, H4 1.025
2 N 0.53 -0.05 -0.03  N1 1.195, O3 1.119
3 O 1.55 -0.07 -0.48  N2 1.119
4 H -1.51 -0.12 0.16  N1 1.025

The LUMO energy is -7.90 eV. As for the SMILES: N=[N+]=O. The calculation puts the gap between HOMO and LUMO at 12.5038 eV. As for the net charge: +1. The value obtained for the HOMO energy is -20.40 eV.

Record 8
A cluster of 2 separate species, HN2O4S in total at a distorted geometry. Source: the OMol25 dataset; level of theory: ωB97M-V/def2-TZVPD.

Each atom is followed by the atoms it is bonded to, with distances in Å.
Atoms and positions in Å:
1 N 0.24 -1.15 0.31  S7 1.606, H8 0.984
2 N -1.81 1.04 -0.70  O3 1.251, O5 1.239
3 O -1.98 2.22 -1.06  N2 1.251
4 O 2.64 -1.65 0.58  S7 1.416
5 O -2.49 0.11 -1.15  N2 1.239
6 O 2.03 0.48 1.52  S7 1.447
7 S 1.72 -0.57 0.57  N1 1.606, O4 1.416, O6 1.447
8 H -0.36 -0.48 -0.08  N1 0.984

The LUMO energy is 0.85 eV. The calculation puts the gap between HOMO and LUMO at 4.1586 eV. As for the net charge: -1. The value obtained for the HOMO energy is -3.30 eV.

Record 9
An isolated molecule of HN2P at a distorted geometry. Source: the OMol25 dataset; level of theory: ωB97M-V/def2-TZVPD.

Each atom is followed by the atoms it is bonded to, with distances in Å.
Atoms and positions in Å:
1 N -0.50 -0.64 2.20  P3 1.521
2 N -0.67 -2.24 0.66  P3 1.583
3 P -0.26 -0.72 0.70  N1 1.521, N2 1.583, H4 1.322
4 H -0.19 0.42 0.04  P3 1.322

The LUMO energy (spin up / spin down) is -1.54 / -1.69 eV. The calculation puts the gap between HOMO and LUMO (spin up / spin down) at 8.0324 / 7.8020 eV. The value obtained for the HOMO energy (spin up / spin down) is -9.58 / -9.49 eV.

Record 10
A cluster of 2 separate species, HN3O4S in total at a distorted geometry. Source: the OMol25 dataset; level of theory: ωB97M-V/def2-TZVPD.

Each atom is followed by the atoms it is bonded to, with distances in Å.
Atoms and positions in Å:
1 N 3.17 -0.84 -2.26  N2 1.098
2 N 2.12 -0.54 -2.11  N1 1.098
3 N -1.56 0.70 0.68  O4 1.220, O5 1.242, S8 1.939
4 O -2.35 1.46 0.14  N3 1.220
5 O -1.67 0.12 1.78  N3 1.242
6 O 0.99 1.10 0.56  S8 1.465
7 O -0.02 -1.15 0.40  S8 1.597, H9 1.003
8 S 0.08 0.30 -0.27  N3 1.939, O6 1.465, O7 1.597
9 H -0.76 -1.15 1.08  O7 1.003

The LUMO energy is -0.83 eV. The calculation puts the gap between HOMO and LUMO at 10.1353 eV. The value obtained for the HOMO energy is -10.97 eV.

Record 11
A cluster of 2 separate species, HN3OS in total at a distorted geometry. Source: the OMol25 dataset; level of theory: ωB97M-V/def2-TZVPD.

Each atom is followed by the atoms it is bonded to, with distances in Å.
Atoms and positions in Å:
1 N 1.06 1.29 0.01  N2 1.141
2 N 1.22 0.27 0.50  N1 1.141, S5 1.511
3 N -1.35 0.21 -0.39  O4 1.159, H6 1.059
4 O -1.12 -0.85 0.03  N3 1.159
5 S 1.44 -1.00 1.29  N2 1.511
6 H -1.23 0.09 -1.44  N3 1.059

The LUMO energy (spin up / spin down) is -0.13 / -0.13 eV. As for the SMILES: N#[N+][S-].N=O. The calculation puts the gap between HOMO and LUMO (spin up / spin down) at 9.1574 / 9.1567 eV. The value obtained for the HOMO energy (spin up / spin down) is -9.29 / -9.29 eV.

Record 12
An isolated molecule of HN5 at a distorted geometry. Source: the OMol25 dataset; level of theory: ωB97M-V/def2-TZVPD.

Each atom is followed by the atoms it is bonded to, with distances in Å.
Atoms and positions in Å:
1 N -1.77 -0.37 -0.02  N2 1.148
2 N -1.13 0.59 -0.02  N1 1.148, N4 1.180
3 N 0.35 -1.29 -0.10  N5 1.136
4 N -0.05 1.05 -0.03  N2 1.180, N5 1.648
5 N 0.90 -0.30 -0.06  N3 1.136, N4 1.648, H6 1.054
6 H 1.70 0.33 0.23  N5 1.054

The LUMO energy is 0.02 eV. The calculation puts the gap between HOMO and LUMO at 9.8517 eV. The value obtained for the HOMO energy is -9.83 eV.

For reference, energy above the lowest of the compared OMol25 structures with the same formula, charge and spin by record: 5.2; 2.1; 42.3; 23.2; 34.4; 91.6; 3.1; 77.2; 111.2; 3.6; 9.6; 63.1 kcal/mol.